{
  "formula": "C7H13ClO2S",
  "method": "ωB97M-V/def2-TZVPD",
  "symbols": ["C", "C", "C", "C", "C", "C", "H", "H", "H", "H", "H", "H", "H", "H", "H", "H", "H", "H", "O", "S", "O", "C", "Cl", "H"],
  "positions_angstrom": [[1.44512, -1.46837, -0.43411], [0.63142, -0.25298, -0.34865], [0.66666, 0.53361, -1.62052], [0.05805, 0.21019, 0.75909], [0.30608, -0.36269, 2.17133], [-0.75993, 1.48859, 0.77172], [1.26053, -1.97433, -1.47542], [1.29617, -2.14022, 0.31892], [2.38868, -1.13524, -0.46820], [0.22116, 1.50630, -1.65955], [0.25487, -0.05481, -2.35601], [1.71862, 0.73168, -1.81681], [1.27458, -0.98402, 2.24391], [-0.54168, -0.85628, 2.52308], [0.39675, 0.47359, 2.82915], [-1.34260, 1.73225, -0.05223], [0.09776, 2.22301, 0.80569], [-1.30268, 1.66176, 1.67406], [-2.37153, -0.92855, 1.34160], [-2.04191, -0.93124, -0.03098], [-1.45754, -2.16297, -0.50730], [-3.17941, -0.23014, -1.21935], [-4.24185, 0.82196, -0.36105], [-3.75083, -1.33928, -1.19025]],
  "forces_ev_per_a": [[-2.9907, -0.6570, -3.6891], [-0.2263, 0.8584, -0.8904], [0.9493, 0.8990, 1.4141], [-1.4015, -0.0648, 2.0379], [2.5060, 0.0411, -1.7860], [3.6814, 1.0303, 1.2720], [0.2123, 0.7525, 1.9766], [-0.3861, -1.8062, 1.9254], [3.9585, 0.8922, -0.0179], [-0.6207, 0.3875, 0.4247], [-0.7553, -1.2535, -2.1161], [0.2386, -0.2789, -0.3370], [-1.7092, 0.8334, -0.1206], [-1.2273, -1.2805, 0.4671], [0.3862, 0.7412, 0.4764], [-1.0473, 0.1317, -1.6214], [-1.0792, 0.0627, -0.0519], [-0.4696, -0.3027, 0.5899], [-0.4771, 0.9304, 1.5820], [-0.3425, -3.2961, -1.1031], [-0.1072, 0.8016, -0.5057], [-0.0886, -2.8565, 0.1170], [-0.5653, 0.9491, 0.4260], [1.5617, 2.4851, -0.4700]],
  "total_charge": 0,
  "lumo_energy_ev": -1.60,
  "e_above_lowest_kj_mol": 307.2,
  "homo_energy_ev": -8.6704,
  "smiles": "CC(C)=C(C)C.O=S(=O)=CCl",
  "homo_lumo_gap_ev": 7.073
}